C22H48BaF8O18S5 as an isolated structure, computed with ωB97M-V/def2-TZVPD.

Summary:
Multiplicity   1
HOMO-LUMO gap   2.12 eV

Geometry (Å):
Ba (-6.160, 14.786, 12.977)
O (-5.136, 14.182, 21.064)
C (-6.081, 15.236, 20.929)
C (-6.343, 15.974, 19.500)
O (-6.738, 15.330, 18.313)
H (-5.701, 16.110, 21.457)
H (-7.021, 14.894, 21.363)
H (-5.489, 16.560, 19.158)
H (-7.083, 16.756, 19.669)
O (2.175, 16.077, 25.178)
S (1.784, 17.428, 24.708)
O (1.451, 17.601, 23.279)
O (0.588, 17.990, 25.653)
C (-0.637, 18.444, 25.033)
C (-0.652, 19.908, 24.675)
C (3.292, 18.522, 25.198)
H (-1.391, 18.141, 25.759)
H (-0.963, 17.849, 24.180)
H (-0.289, 20.528, 25.495)
H (-1.515, 20.361, 24.186)
H (0.119, 20.026, 23.914)
H (3.378, 19.258, 24.398)
H (4.222, 17.964, 25.299)
H (3.188, 19.118, 26.105)
O (-11.191, 11.968, 18.793)
S (-12.659, 11.817, 18.736)
O (-13.267, 10.893, 19.678)
O (-13.498, 13.205, 18.835)
C (-13.009, 14.308, 18.147)
C (-14.063, 15.221, 17.616)
C (-13.035, 11.226, 16.986)
H (-12.282, 14.041, 17.381)
H (-12.699, 14.988, 18.941)
H (-13.697, 16.115, 17.111)
H (-14.677, 15.666, 18.399)
H (-14.760, 14.684, 16.973)
H (-12.383, 10.373, 16.798)
H (-12.607, 12.036, 16.395)
H (-14.070, 10.946, 16.792)
O (-8.755, 19.972, 13.584)
S (-9.460, 21.293, 13.607)
O (-10.490, 21.542, 12.573)
O (-10.099, 21.512, 15.090)
C (-9.714, 20.805, 16.264)
C (-10.438, 21.509, 17.457)
C (-8.212, 22.662, 13.682)
H (-8.626, 20.820, 16.325)
H (-10.007, 19.756, 16.251)
H (-11.518, 21.384, 17.533)
H (-10.363, 22.589, 17.325)
H (-9.978, 21.238, 18.407)
H (-8.738, 23.611, 13.583)
H (-7.488, 22.486, 12.887)
H (-7.813, 22.563, 14.692)
O (-6.492, 8.152, 25.264)
S (-7.584, 7.987, 24.292)
O (-7.312, 8.055, 22.853)
O (-8.413, 6.556, 24.641)
C (-9.190, 5.927, 23.613)
C (-10.265, 5.003, 24.160)
C (-8.984, 9.093, 24.811)
H (-8.464, 5.381, 23.010)
H (-9.473, 6.650, 22.848)
H (-10.499, 4.239, 23.418)
H (-11.177, 5.417, 24.588)
H (-9.791, 4.286, 24.831)
H (-9.920, 8.548, 24.694)
H (-9.004, 9.933, 24.116)
H (-8.740, 9.214, 25.867)
O (-2.355, 18.778, 13.881)
S (-1.541, 19.925, 13.423)
O (-2.300, 21.111, 12.992)
O (-0.275, 20.344, 14.432)
C (-0.422, 21.433, 15.308)
C (-1.432, 21.004, 16.372)
C (-0.638, 19.343, 11.931)
H (-0.722, 22.360, 14.819)
H (0.499, 21.610, 15.863)
H (-1.170, 20.060, 16.852)
H (-2.483, 20.993, 16.084)
H (-1.367, 21.627, 17.264)
H (0.298, 19.895, 11.846)
H (-1.286, 19.612, 11.096)
H (-0.502, 18.295, 12.196)
C (-7.455, 18.735, 27.875)
C (-8.125, 19.374, 26.653)
C (-9.598, 18.906, 26.394)
F (-10.056, 19.186, 25.155)
F (-9.698, 17.575, 26.684)
F (-8.175, 20.720, 26.975)
F (-7.369, 19.269, 25.538)
O (-8.203, 19.062, 29.044)
C (-7.748, 18.448, 30.192)
C (-8.793, 18.553, 31.387)
F (-10.030, 18.203, 31.187)
F (-8.372, 18.104, 32.512)
F (-7.552, 17.096, 30.055)
F (-6.643, 19.021, 30.621)
H (-6.498, 19.257, 27.874)
H (-7.276, 17.671, 27.720)
H (-10.335, 19.429, 27.004)
H (-8.979, 19.582, 31.696)

Atoms 1-3, force components in eV/Å:
-0.005 0.091 0.259
-3.004 3.665 -1.280
3.505 -4.225 2.463

Here are the Löwdin charges for atoms 1 to 8, given in e: 0.454, -0.124, -0.252, -0.289, -0.167, 0.100, 0.106, 0.103

C22H49AlIN2O3P2S2Si as an isolated structure, computed with ωB97M-V/def2-TZVPD.

Summary:
Multiplicity   1
Energy relative to the best compared isomer or geometry (same formula, charge and spin)   0.00 kcal per mole
Total charge   +1
HOMO-LUMO gap   9.07 eV

Geometry (Å):
Al (-1.503, 0.461, 1.084)
C (2.389, 4.931, 2.192)
P (1.363, 3.415, 2.241)
C (2.680, 2.192, 2.645)
C (0.649, 3.588, 3.927)
C (-0.242, 2.421, 4.329)
P (-1.555, 1.926, 3.137)
C (-2.689, 1.070, 4.275)
C (-2.391, 3.507, 2.787)
H (3.030, 5.029, 3.070)
H (1.748, 5.810, 2.122)
H (3.014, 4.908, 1.299)
H (3.259, 2.497, 3.521)
H (3.354, 2.090, 1.794)
H (2.241, 1.215, 2.841)
H (0.061, 4.509, 3.944)
H (1.447, 3.702, 4.667)
H (-0.813, 2.693, 5.223)
H (0.343, 1.533, 4.586)
H (-3.066, 1.779, 5.013)
H (-2.162, 0.265, 4.784)
H (-3.527, 0.646, 3.724)
H (-2.330, 4.151, 3.666)
H (-3.437, 3.320, 2.548)
H (-1.925, 4.008, 1.940)
C (-1.310, -2.842, -3.159)
C (-2.122, -2.282, -2.001)
C (-3.355, -1.566, -2.540)
C (-2.500, -3.377, -1.020)
O (-1.311, -1.336, -1.231)
Si (-0.221, -0.254, -1.802)
S (0.365, 0.806, -0.014)
O (-0.982, 0.752, -2.803)
C (-0.570, 1.564, -3.922)
C (0.672, 2.353, -3.531)
C (-1.742, 2.492, -4.199)
C (-0.299, 0.653, -5.108)
O (1.057, -0.877, -2.573)
C (2.258, -1.609, -2.281)
C (3.247, -0.675, -1.597)
C (2.796, -2.061, -3.630)
C (1.933, -2.811, -1.405)
H (-1.903, -3.600, -3.672)
H (-0.390, -3.306, -2.811)
H (-1.057, -2.068, -3.884)
H (-3.827, -2.178, -3.309)
H (-3.076, -0.611, -2.983)
H (-4.084, -1.384, -1.754)
H (-3.151, -4.105, -1.504)
H (-3.030, -2.953, -0.169)
H (-1.608, -3.892, -0.658)
H (0.493, 2.902, -2.605)
H (0.919, 3.072, -4.312)
H (1.528, 1.691, -3.390)
H (-1.937, 3.125, -3.333)
H (-2.640, 1.911, -4.412)
H (-1.530, 3.130, -5.057)
H (0.506, -0.046, -4.879)
H (-0.003, 1.243, -5.976)
H (-1.195, 0.090, -5.368)
H (3.481, 0.171, -2.244)
H (4.174, -1.206, -1.381)
H (2.843, -0.285, -0.662)
H (2.990, -1.198, -4.266)
H (2.073, -2.705, -4.129)
H (3.725, -2.615, -3.504)
H (1.376, -2.506, -0.521)
H (2.851, -3.305, -1.089)
H (1.331, -3.538, -1.946)
I (-3.911, 0.892, 0.615)
C (-0.655, -4.042, 3.909)
N (0.324, -3.148, 3.307)
C (1.700, -3.259, 3.412)
C (2.238, -2.229, 2.728)
N (1.185, -1.496, 2.223)
C (0.023, -2.061, 2.577)
S (-1.590, -1.562, 2.258)
H (-0.119, -4.864, 4.373)
H (-1.322, -4.426, 3.139)
H (-1.235, -3.509, 4.660)
H (2.160, -4.061, 3.955)
H (3.262, -1.960, 2.547)
H (1.227, -0.707, 1.569)

Atoms 1-3, force components in eV/Å:
0.119 -0.115 0.456
-0.015 0.044 -0.002
0.130 -0.015 -0.004

Here are the Löwdin charges for atoms 1 to 8, given in e: -0.699, -0.299, 0.827, -0.296, -0.446, -0.397, 0.752, -0.281

A 2-piece molecular cluster, C22H49BINO5 overall, computed with ωB97M-V/def2-TZVPD.

Summary:
Multiplicity   1
HOMO-LUMO gap   5.12 eV

Geometry (Å):
C (1.593, -0.141, -0.118)
O (1.782, 1.102, -0.772)
C (0.570, 1.623, -1.309)
C (0.825, 2.536, -2.492)
C (-0.537, 2.875, -3.076)
C (-1.321, 3.832, -2.161)
C (-2.650, 3.192, -1.819)
C (-3.563, 3.966, -0.896)
C (-4.849, 3.142, -0.619)
C (-4.812, 2.530, 0.801)
C (-4.994, 1.005, 0.911)
C (-6.415, 0.594, 1.269)
O (-4.227, 0.646, 2.086)
B (-3.357, -0.484, 1.764)
I (-1.266, 0.460, 1.363)
O (-3.917, -1.027, 0.566)
C (-4.379, 0.094, -0.197)
C (-5.369, -0.426, -1.219)
C (-4.763, -1.189, -2.408)
C (-3.683, -0.378, -3.159)
C (-4.251, -2.581, -2.024)
H (2.100, -0.937, -0.670)
H (2.039, -0.058, 0.874)
H (0.547, -0.396, -0.001)
H (0.039, 2.179, -0.538)
H (-0.074, 0.816, -1.643)
H (1.409, 3.409, -2.218)
H (1.412, 1.981, -3.223)
H (-0.499, 3.221, -4.103)
H (-1.090, 1.942, -3.098)
H (-1.447, 4.799, -2.642)
H (-0.743, 4.019, -1.262)
H (-3.174, 2.972, -2.746)
H (-2.421, 2.268, -1.297)
H (-3.034, 4.134, 0.037)
H (-3.817, 4.944, -1.298)
H (-4.916, 2.351, -1.357)
H (-5.710, 3.783, -0.773)
H (-3.856, 2.743, 1.248)
H (-5.577, 2.995, 1.418)
H (-6.462, -0.483, 1.339)
H (-7.166, 0.980, 0.580)
H (-6.582, 0.987, 2.261)
H (-3.178, -1.271, 2.653)
H (-3.464, 0.499, -0.616)
H (-5.896, 0.432, -1.633)
H (-6.069, -1.086, -0.724)
H (-5.565, -1.347, -3.123)
H (-3.534, 0.602, -2.732)
H (-3.978, -0.236, -4.194)
H (-2.729, -0.894, -3.132)
H (-3.788, -2.593, -1.046)
H (-3.499, -2.895, -2.741)
H (-5.063, -3.302, -2.042)
C (5.528, -0.186, -1.096)
O (6.014, -0.446, 0.224)
C (4.968, -0.790, 1.107)
C (5.618, -1.239, 2.409)
N (6.840, -2.032, 2.076)
C (6.625, -3.474, 1.752)
C (6.547, -4.266, 3.052)
O (7.509, -3.714, 3.924)
C (7.402, -4.223, 5.251)
H (4.787, 0.615, -1.084)
H (6.378, 0.114, -1.701)
H (5.087, -1.092, -1.520)
H (4.363, -1.597, 0.676)
H (4.324, 0.073, 1.286)
H (4.957, -1.840, 3.027)
H (5.961, -0.378, 2.980)
H (7.501, -2.012, 2.859)
H (7.274, -1.549, 1.279)
H (7.490, -3.785, 1.169)
H (5.728, -3.571, 1.145)
H (6.767, -5.318, 2.857)
H (5.547, -4.190, 3.497)
H (6.439, -3.945, 5.688)
H (8.200, -3.776, 5.836)
H (7.515, -5.308, 5.257)

Atoms 1-3, force components in eV/Å:
0.717 0.127 -0.135
0.000 -0.092 -0.259
0.481 0.666 -0.058

Here are the Löwdin charges for atoms 1 to 8, given in e: -0.221, -0.205, -0.305, -0.185, -0.203, -0.201, -0.241, -0.195

A 4-piece molecular cluster, C22H49F3N5O5S overall, computed with ωB97M-V/def2-TZVPD.

Summary:
Multiplicity   1
Energy relative to the best compared isomer or geometry (same formula, charge and spin)   20.42 kcal per mole
Total charge   +1
HOMO-LUMO gap   8.76 eV

Geometry (Å):
C (4.069, -0.219, 3.181)
C (3.561, -0.310, 1.682)
C (4.022, 0.927, 0.840)
C (2.840, 1.717, 0.164)
C (2.814, 3.235, 0.553)
C (1.379, 3.797, 0.781)
C (0.607, 4.070, -0.538)
N (0.143, 2.819, -1.190)
C (-0.842, 2.112, -0.708)
N (-1.479, 2.474, 0.438)
C (-2.431, 1.513, 0.561)
N (-2.396, 0.628, -0.420)
C (-3.376, -0.487, -0.483)
C (-3.028, -1.696, 0.421)
C (-3.005, -1.384, 1.951)
N (-1.573, -1.212, 2.346)
N (-1.363, 0.947, -1.267)
S (-0.882, 0.121, -2.643)
O (-1.984, -0.165, -3.497)
O (0.114, 0.827, -3.379)
C (-0.082, -1.471, -2.040)
F (0.103, -1.420, -0.690)
F (1.128, -1.562, -2.559)
F (-0.810, -2.506, -2.373)
H (4.650, 0.703, 3.352)
H (4.717, -1.088, 3.390)
H (3.236, -0.247, 3.908)
H (4.019, -1.237, 1.283)
H (2.467, -0.478, 1.650)
H (4.643, 1.630, 1.433)
H (4.703, 0.540, 0.054)
H (1.864, 1.216, 0.326)
H (3.045, 1.665, -0.931)
H (3.361, 3.873, -0.172)
H (3.351, 3.332, 1.520)
H (0.839, 3.078, 1.428)
H (1.443, 4.760, 1.328)
H (-0.235, 4.768, -0.363)
H (1.293, 4.577, -1.245)
H (0.627, 2.588, -2.057)
H (-3.110, 1.545, 1.420)
H (-3.408, -0.846, -1.528)
H (-4.367, -0.065, -0.240)
H (-3.846, -2.436, 0.262)
H (-2.101, -2.209, 0.118)
H (-3.538, -0.454, 2.227)
H (-3.468, -2.187, 2.552)
H (-1.397, -1.729, 3.200)
H (-1.356, -0.227, 2.453)
C (-0.641, 3.681, -6.014)
C (0.704, 4.299, -5.666)
C (1.707, 4.112, -6.792)
O (1.211, 3.700, -4.469)
H (-0.542, 2.603, -6.178)
H (-1.349, 3.814, -5.192)
H (-1.063, 4.132, -6.913)
H (0.576, 5.364, -5.461)
H (1.883, 3.049, -6.982)
H (2.669, 4.552, -6.526)
H (1.355, 4.576, -7.715)
H (1.329, 2.757, -4.638)
C (-2.909, -2.392, 5.840)
C (-3.178, -0.895, 5.817)
C (-3.854, -0.436, 7.098)
O (-4.008, -0.574, 4.695)
H (-3.844, -2.953, 5.927)
H (-2.432, -2.713, 4.911)
H (-2.262, -2.664, 6.675)
H (-2.239, -0.354, 5.683)
H (-4.820, -0.933, 7.227)
H (-4.050, 0.637, 7.065)
H (-3.234, -0.651, 7.970)
H (-4.844, -1.046, 4.802)
C (2.806, -5.650, -1.872)
C (1.645, -5.431, -0.915)
C (0.327, -5.864, -1.539)
O (1.574, -4.050, -0.556)
H (2.674, -5.059, -2.783)
H (3.744, -5.327, -1.416)
H (2.898, -6.701, -2.149)
H (1.817, -5.992, 0.005)
H (0.115, -5.280, -2.440)
H (-0.499, -5.693, -0.846)
H (0.345, -6.921, -1.807)
H (1.424, -3.530, -1.347)

Atoms 1-3, force components in eV/Å:
-0.385 -0.330 -0.380
0.858 0.016 0.908
-0.451 -0.472 -0.478

Here are the Löwdin charges for atoms 1 to 8, given in e: -0.103, -0.230, -0.198, -0.200, -0.192, -0.188, -0.134, 0.126

C22H49NPtSSbSi4 as an isolated structure, computed with ωB97M-V/def2-TZVPD.

Summary:
Multiplicity   5
Total charge   +1
HOMO-LUMO gap (spin up / spin down)   7.89 / 5.86 eV
⟨S²⟩   6.01

Geometry (Å):
Pt (0.178, 0.547, 0.044)
C (3.321, 0.677, 4.400)
Si (3.756, -1.021, 3.788)
C (5.586, -1.265, 4.018)
C (2.812, -2.362, 4.653)
C (3.419, -1.155, 1.922)
C (4.450, -1.478, 1.039)
C (4.265, -1.463, -0.341)
C (3.023, -1.125, -0.827)
N (2.003, -0.863, -0.007)
C (2.189, -0.866, 1.321)
S (0.738, -0.368, 2.174)
H (3.424, 0.700, 5.490)
H (2.301, 0.980, 4.151)
H (4.012, 1.416, 3.983)
H (5.827, -1.153, 5.080)
H (6.167, -0.517, 3.469)
H (5.923, -2.260, 3.711)
H (3.038, -2.353, 5.724)
H (3.093, -3.342, 4.258)
H (1.731, -2.243, 4.538)
H (5.430, -1.726, 1.435)
H (5.068, -1.704, -1.023)
H (2.814, -1.098, -1.890)
C (-4.506, -1.863, 1.680)
Si (-4.567, -0.445, 0.497)
C (-4.806, 1.210, 1.289)
C (-5.782, -0.755, -0.860)
Sb (-2.218, -0.291, -0.611)
Si (-2.459, 1.423, -2.558)
C (-2.506, 3.086, -1.725)
C (-4.034, 1.110, -3.495)
C (-0.997, 1.164, -3.678)
Si (-1.753, -2.586, -1.716)
C (-3.203, -3.043, -2.780)
C (-0.185, -2.330, -2.681)
C (-1.496, -3.762, -0.311)
H (-5.418, -1.873, 2.287)
H (-3.649, -1.799, 2.354)
H (-4.453, -2.811, 1.138)
H (-5.757, 1.248, 1.832)
H (-4.820, 1.995, 0.527)
H (-4.001, 1.431, 1.994)
H (-6.777, -0.817, -0.405)
H (-5.588, -1.697, -1.378)
H (-5.796, 0.049, -1.596)
H (-3.540, 3.370, -1.511)
H (-2.073, 3.858, -2.369)
H (-1.948, 3.090, -0.786)
H (-4.902, 1.507, -2.963)
H (-4.199, 0.047, -3.689)
H (-3.973, 1.621, -4.463)
H (-0.108, 0.842, -3.132)
H (-0.751, 2.095, -4.199)
H (-1.234, 0.408, -4.432)
H (-3.528, -2.206, -3.403)
H (-4.047, -3.369, -2.166)
H (-2.932, -3.872, -3.443)
H (-0.381, -1.874, -3.655)
H (0.324, -3.285, -2.846)
H (0.491, -1.679, -2.123)
H (-2.368, -3.808, 0.346)
H (-0.633, -3.453, 0.289)
H (-1.304, -4.770, -0.693)
C (2.065, 4.464, -0.509)
C (2.275, 2.946, -0.366)
C (3.343, 2.493, -1.377)
C (2.747, 2.637, 1.059)
C (0.966, 2.278, -0.694)
H (2.989, 4.994, -0.262)
H (1.278, 4.816, 0.163)
H (1.786, 4.725, -1.533)
H (4.219, 3.147, -1.320)
H (2.958, 2.530, -2.400)
H (3.666, 1.470, -1.169)
H (3.580, 3.291, 1.333)
H (3.095, 1.603, 1.145)
H (1.942, 2.787, 1.782)
H (0.401, 2.698, -1.529)

Atoms 1-3, force components in eV/Å:
0.316 0.063 0.736
-0.135 0.207 0.043
0.063 -0.036 -0.036

Here are the natural (NBO) charges for atoms 1 to 8, given in e: 0.780, -1.124, 1.638, -1.126, -1.122, -0.489, -0.101, -0.267